# C4H9NOS

A single C4H9NOS molecule in a non-equilibrium geometry (wB97M-V/def2-TZVPD, the OMol25 dataset).

```
! wB97M-V def2-TZVPD RIJCOSX def2/J DEFGRID3
* xyz 0 1
C -2.515 -1.574 -1.222
S -1.456 -0.181 -0.889
N -0.227 -1.116 -0.206
C 0.897 -0.690 0.250
C 1.572 0.629 0.221
C 1.101 1.450 1.425
O 1.372 1.383 -0.950
H -2.494 -2.313 -0.411
H -2.213 -2.166 -2.197
H -3.515 -1.096 -1.311
H 1.511 -1.442 0.788
H 2.632 0.448 0.341
H 1.530 2.458 1.368
H -0.018 1.615 1.387
H 1.398 0.953 2.406
H 0.424 1.641 -0.997
*
```

Properties
HOMO energy = -0.3136 Eh
Kohn-Sham gap = 9.4 eV
energy above the lowest of the compared OMol25 structures with the same formula, charge and spin = 207.3 kJ/mol
SMILES = CS/N=C\[C@H](C)O

These are the natural (NBO) partial charges, in e, on atoms 1 to 5: number 1, C, carries -0.76; number 2, S, carries 0.38; number 3, N, carries -0.58; number 4, C, carries 0.10; number 5, C, carries 0.02


# C17H58N20O11

11 unconnected molecules or ions with the total composition C17H58N20O11 in a non-equilibrium geometry (wB97M-V/def2-TZVPD, the OMol25 dataset).

```
! wB97M-V def2-TZVPD RIJCOSX def2/J DEFGRID3
* xyz 0 1
C 4.838 -5.727 -0.834
O 4.668 -5.117 -2.115
C 4.173 -3.793 -2.044
C 4.522 -3.028 -3.343
C 3.770 -1.735 -3.495
N 4.382 -3.930 -4.538
H 3.897 -5.538 -0.301
H 5.648 -5.219 -0.305
H 5.017 -6.796 -0.884
H 3.084 -3.920 -1.926
H 4.644 -3.215 -1.240
H 5.594 -2.832 -3.213
H 2.710 -1.919 -3.677
H 4.145 -1.159 -4.347
H 3.986 -1.057 -2.667
H 3.391 -4.191 -4.545
H 4.807 -4.809 -4.233
C 8.384 -4.050 1.921
O 8.981 -5.103 1.237
C 8.100 -6.187 0.949
C 8.764 -7.467 0.433
C 7.823 -8.388 -0.289
N 9.414 -8.134 1.600
H 9.087 -3.241 2.122
H 8.030 -4.338 2.918
H 7.567 -3.622 1.330
H 7.439 -6.426 1.796
H 7.460 -5.769 0.145
H 9.626 -7.172 -0.164
H 7.466 -7.906 -1.206
H 6.870 -8.573 0.214
H 8.362 -9.285 -0.583
H 10.214 -7.591 1.901
H 8.738 -8.160 2.357
N 11.084 -5.472 -3.221
C 10.259 -5.299 -2.137
N 10.866 -5.207 -0.906
O 9.004 -5.309 -2.276
H 10.590 -5.467 -4.095
H 12.063 -5.666 -3.161
H 11.845 -5.288 -0.723
H 10.264 -5.001 -0.108
N 10.517 -5.309 -6.226
C 11.693 -4.947 -6.867
N 11.700 -3.737 -7.543
O 12.679 -5.732 -6.925
H 9.747 -4.648 -6.191
H 10.413 -6.310 -6.195
H 12.477 -3.667 -8.170
H 10.921 -3.109 -7.439
N 8.753 -13.352 -7.192
C 8.188 -12.256 -7.804
N 9.095 -11.311 -8.211
O 6.960 -12.180 -7.971
H 9.738 -13.469 -7.071
H 8.157 -14.091 -6.879
H 10.098 -11.454 -8.290
H 8.745 -10.485 -8.662
N 7.332 -3.834 -5.106
C 7.835 -2.959 -6.047
N 6.868 -2.159 -6.630
O 9.040 -2.884 -6.288
H 6.345 -3.785 -4.940
H 7.981 -4.292 -4.485
H 5.888 -2.310 -6.491
H 7.247 -1.697 -7.443
N 11.460 -8.665 -2.237
C 12.580 -9.061 -2.972
N 12.356 -8.988 -4.342
O 13.637 -9.457 -2.439
H 11.486 -8.821 -1.250
H 10.682 -8.282 -2.740
H 11.397 -8.835 -4.655
H 13.017 -9.397 -4.973
N 7.740 -7.885 -4.082
C 8.761 -8.293 -4.898
N 8.334 -9.367 -5.695
O 9.907 -7.779 -4.998
H 6.859 -8.386 -4.047
H 7.893 -7.082 -3.480
H 8.946 -9.758 -6.383
H 7.335 -9.465 -5.650
N 10.651 -12.266 -4.821
C 10.946 -12.168 -3.454
N 12.251 -12.531 -3.168
O 10.142 -11.844 -2.591
H 11.321 -12.629 -5.460
H 9.715 -11.977 -5.039
H 12.559 -12.343 -2.229
H 12.910 -12.781 -3.873
N 11.127 -8.718 -7.662
C 12.252 -9.469 -7.865
N 13.413 -8.940 -7.333
O 12.229 -10.577 -8.435
H 11.081 -7.929 -7.046
H 10.297 -9.109 -8.055
H 14.201 -9.540 -7.515
H 13.544 -7.949 -7.188
N 4.749 -10.065 -6.832
C 4.677 -9.284 -5.688
N 3.695 -8.320 -5.674
O 5.450 -9.513 -4.713
H 5.567 -10.661 -6.833
H 4.173 -9.923 -7.633
H 3.658 -7.716 -4.865
H 3.116 -8.171 -6.474
*
```

Properties
HOMO energy = -0.3255 Eh
Kohn-Sham gap = 9.0 eV
energy above the lowest of the compared OMol25 structures with the same formula, charge and spin = 0.0 kJ/mol
SMILES = COC[C@H](C)N.COC[C@H](C)N.NC(N)=O.NC(N)=O.NC(N)=O.NC(N)=O.NC(N)=O.NC(N)=O.NC(N)=O.NC(N)=O.NC(N)=O

These are the Mulliken partial charges, in e, on atoms 1 to 5: number 1, C, carries -0.64; number 2, O, carries -0.14; number 3, C, carries -0.90; number 4, C, carries 0.77; number 5, C, carries -1.67


# C19H29F5N5OOsSSi2Te

A molecular structure, C19H29F5N5OOsSSi2Te (wB97M-V/def2-TZVPD, the OMol25 dataset).

```
! wB97M-V def2-TZVPD RIJCOSX def2/J DEFGRID3
* xyz 1 1
Os 1.044 -0.546 0.032
N 1.123 -4.524 1.695
C 0.996 -3.436 0.932
S 1.919 -1.991 1.456
N 0.269 -3.454 -0.139
N 0.302 -2.242 -0.777
C -0.086 -2.202 -2.005
C 0.129 -0.950 -2.693
C -0.062 -0.790 -4.058
C 0.313 0.401 -4.650
C 0.875 1.399 -3.866
C 1.033 1.183 -2.513
N 0.648 0.043 -1.931
H 1.786 -4.547 2.450
H 0.703 -5.388 1.391
H -0.458 -3.093 -2.495
H -0.470 -1.606 -4.639
H 0.184 0.547 -5.713
H 1.192 2.338 -4.295
H 1.473 1.927 -1.863
C -2.072 1.597 -1.881
Si -2.337 0.653 -0.279
C -3.670 1.644 0.598
C -3.076 -1.033 -0.599
C -0.691 0.470 0.696
C 0.100 1.732 0.903
C -0.248 3.038 1.203
C 0.777 3.962 1.376
C 2.105 3.582 1.232
C 2.388 2.271 0.891
N 1.396 1.399 0.743
Si -0.946 -0.166 2.550
C -2.332 0.785 3.374
C 0.542 0.291 3.598
C -1.379 -1.990 2.610
H -3.049 1.956 -2.212
H -1.660 1.006 -2.696
H -1.442 2.478 -1.738
H -4.397 1.918 -0.171
H -3.338 2.572 1.064
H -4.205 1.067 1.349
H -4.041 -0.899 -1.095
H -3.267 -1.563 0.337
H -2.469 -1.680 -1.229
H -1.284 3.326 1.308
H 0.535 4.987 1.625
H 2.909 4.291 1.367
H 3.390 1.900 0.720
H -2.289 1.862 3.211
H -2.202 0.614 4.447
H -3.325 0.429 3.109
H 0.566 1.373 3.751
H 1.519 -0.023 3.240
H 0.389 -0.163 4.582
H -1.513 -2.434 1.623
H -2.316 -2.118 3.157
H -0.616 -2.565 3.137
F 2.921 -2.818 -1.612
Te 4.065 -1.343 -1.709
F 5.282 0.028 -1.923
F 3.266 -0.904 -3.337
F 4.942 -1.943 -0.193
F 5.206 -2.415 -2.676
O 2.950 -0.243 -0.767
*
```

Properties
HOMO energy = -0.4291 Eh
Kohn-Sham gap = 6.6 eV
energy above the lowest of the compared OMol25 structures with the same formula, charge and spin = 0.0 kJ/mol

These are the natural (NBO) partial charges, in e, on atoms 1 to 5: number 1, Os, carries 1.02; number 2, N, carries -0.76; number 3, C, carries 0.31; number 4, S, carries 0.19; number 5, N, carries -0.38


# C3H9OS

2 unconnected molecules or ions with the total composition C3H9OS in a non-equilibrium geometry (wB97M-V/def2-TZVPD, the OMol25 dataset).

```
! wB97M-V def2-TZVPD RIJCOSX def2/J DEFGRID3
* xyz -1 1
C 0.148 0.712 -2.309
O 0.662 0.873 -1.073
H 0.845 0.542 -3.192
H -0.674 -0.009 -2.378
H -0.336 1.620 -2.858
C 0.171 0.959 1.595
S 0.216 -0.670 2.221
C -0.388 -1.901 0.992
H 0.639 1.319 0.626
H 0.911 1.397 2.284
H -0.772 1.534 1.712
H -1.476 -1.979 1.212
H -0.149 -1.593 -0.024
H 0.202 -2.804 1.190
*
```

Properties
HOMO energy = -0.0921 Eh
Kohn-Sham gap = 6.1 eV
energy above the lowest of the compared OMol25 structures with the same formula, charge and spin = 283.9 kJ/mol

These are the natural (NBO) partial charges, in e, on atoms 1 to 5: number 1, C, carries -0.18; number 2, O, carries -0.98; number 3, H, carries 0.07; number 4, H, carries 0.09; number 5, H, carries 0.05